Entry from the Open Molecules 2025 dataset: a cluster of 2 separate species, C6H15FN in total in a non-equilibrium geometry (ωB97M-V/def2-TZVPD).

```
23
C6H15FN (ωB97M-V/def2-TZVPD)
H -2.134 2.055 -1.968
H -0.611 -1.410 2.636
C 1.707 -0.216 1.423
H -0.268 -3.007 0.526
C -0.199 2.919 -1.391
H -0.546 0.244 2.091
H -1.500 -0.853 1.185
C 0.434 -2.817 -0.202
H 2.629 -0.196 0.802
C 0.582 -0.737 0.942
F -1.110 0.628 -1.132
H -0.329 -0.842 -0.854
H 0.499 3.064 -0.601
H 1.816 0.148 2.493
H -0.619 3.864 -1.457
H 1.410 -3.061 0.084
C -1.416 1.962 -1.307
H 0.359 2.558 -2.202
H -1.911 2.269 -0.262
H 1.038 -0.968 -1.160
H 0.326 -3.510 -1.063
N 0.444 -1.342 -0.392
C -0.600 -0.753 1.806
```

Output
F_max: 8.834 eV Å⁻¹
net charge: +1
Kohn-Sham gap: 11.3 eV
relative energy (zero: lowest compared OMol25 entry of this formula, charge and spin): 1.7223 eV
energy: -391.8866 a.u.
2S+1: 1

---

Entry from the Open Molecules 2025 dataset: a structure of composition C2H2FLiO2Zn in a non-equilibrium geometry (ωB97M-V/def2-TZVPD).

```
9
C2H2FLiO2Zn (ωB97M-V/def2-TZVPD)
C -0.350 0.048 0.239
H -0.016 1.926 -0.710
O 0.858 -0.718 2.239
Zn -0.270 -1.125 -1.485
F -1.459 -0.219 1.076
O 2.109 -1.348 1.668
Li -0.518 -1.974 -4.365
C -0.034 1.389 0.243
H -0.320 2.021 1.096
```

Output
F_max: 7.983 eV Å⁻¹
Kohn-Sham gap (alpha / beta): 5.4 / 4.9 eV
relative energy (zero: lowest compared OMol25 entry of this formula, charge and spin): 0.7390 eV
energy: -2114.2428 a.u.
2S+1: 1

---

Entry from the Open Molecules 2025 dataset: a structure of composition H16MnO8 in a non-equilibrium geometry (ωB97M-V/def2-TZVPD).

```
25
H16MnO8 (ωB97M-V/def2-TZVPD)
O -1.654 0.882 -1.016
H 1.818 1.224 -2.104
O 0.843 -1.192 -1.636
H -1.743 0.082 2.367
O 0.635 -2.057 0.969
H 0.725 -2.502 1.790
H 0.552 -1.383 -2.539
H 0.264 2.764 1.356
O -0.783 -0.095 2.208
H -2.093 0.860 -1.883
O 1.202 1.621 -1.497
H -2.377 0.853 -0.390
H 1.313 2.548 -1.341
H -2.180 -2.192 0.580
O -1.914 -1.654 -0.138
O -0.224 2.236 0.798
H 2.866 -0.448 0.510
H 2.688 0.986 0.127
H -1.033 2.667 0.591
H -2.468 -1.859 -0.872
Mn 0.031 0.038 0.087
O 2.222 0.225 0.539
H 0.030 -2.614 0.442
H -0.445 0.650 2.660
H 1.722 -1.645 -1.612
```

Output
F_max: 3.388 eV Å⁻¹
net charge: +2
Kohn-Sham gap (alpha / beta): 11.5 / 12.4 eV
expectation value of S²: 8.752
relative energy (zero: lowest compared OMol25 entry of this formula, charge and spin): 0.0000 eV
energy: -1762.0269 a.u.
2S+1: 6

---

Entry from the Open Molecules 2025 dataset: a structure of composition C59H83N5O7PbSe (ωB97M-V/def2-TZVPD).

```
156
C59H83N5O7PbSe (ωB97M-V/def2-TZVPD)
H 5.506 -1.844 -2.561
C -2.583 -2.770 -1.990
H 0.856 1.728 -6.928
C -0.677 2.518 -4.724
H 1.313 -4.512 -2.545
C 4.159 -0.435 3.223
H -3.153 -4.940 3.960
H -1.561 3.703 -0.487
H 2.726 -0.774 -1.810
C 5.244 -1.124 2.692
C -1.740 3.601 1.648
H 4.827 -2.271 5.131
C 1.620 -3.275 1.016
C -3.095 -3.496 2.336
H -3.215 0.600 -1.871
H 3.008 4.713 -6.573
C -2.936 -0.910 1.803
C -5.813 -0.882 1.875
C 0.839 -3.003 -1.102
H -0.973 5.150 0.369
C 3.216 0.219 2.450
C 3.315 0.213 1.019
C 6.296 -1.749 3.608
C 1.018 3.528 -0.941
O -0.080 -0.913 -1.853
H -4.683 -4.077 3.739
H -3.311 -3.251 4.484
H -7.383 0.778 0.322
H -4.428 1.405 -5.145
Se -4.331 -2.675 -2.016
N 0.321 3.459 0.338
O 2.470 0.838 0.275
H -1.705 -0.132 -5.228
H -3.186 -0.762 -4.469
H 6.140 0.603 -2.334
C -7.747 -0.244 0.428
H 2.689 1.498 4.057
C 1.586 -2.778 2.425
H -1.257 -4.582 2.592
H -9.041 -2.167 1.781
C 0.510 3.246 -4.651
C 1.262 3.620 -5.926
H 4.038 -0.382 4.305
C 1.955 2.957 2.155
H 6.761 0.323 -0.692
C 0.314 3.106 -2.226
H -2.760 4.006 1.593
H 2.333 1.734 -5.968
H 2.479 3.465 2.990
C -7.336 -0.843 1.782
H 3.941 -0.345 -3.025
H 1.353 4.571 -1.107
H 7.431 0.098 3.743
H -3.871 2.179 -2.298
C -5.080 -2.048 2.048
H -2.966 1.928 -5.973
C -3.597 -3.970 3.712
C 2.141 0.914 3.289
C 2.505 4.462 -5.635
H 6.189 -1.622 0.851
H 7.933 -1.839 2.169
C -3.484 1.940 -5.013
N -1.418 -2.903 -1.986
C 3.604 -0.161 -1.998
H 2.862 -4.969 1.440
H -3.204 -5.506 1.540
C -3.683 0.304 1.731
C -1.567 -3.550 2.383
C 6.992 -0.641 4.415
H 4.543 -2.636 -1.308
H -4.636 -4.534 1.160
C 2.189 -4.909 -0.614
C -2.678 1.276 -3.882
H 7.785 -1.057 5.046
H 6.279 -0.123 5.060
C 5.341 -1.126 1.304
H -8.837 -0.235 0.321
H -7.518 1.035 2.869
H 0.884 4.666 -7.797
C 4.764 -0.491 -1.046
H 2.709 2.544 1.486
N 1.188 1.817 2.650
C 7.370 -2.506 2.824
H 3.285 0.873 -1.912
O 2.137 -3.670 3.291
H -3.710 2.980 -4.763
H -7.736 -2.707 2.845
H 6.389 -3.082 5.324
C 1.715 2.335 -6.637
C -0.830 2.267 -2.314
H -1.360 0.633 3.178
C -1.327 1.724 3.177
C -3.125 1.695 1.450
C 0.092 2.188 3.555
C 0.356 4.421 -6.870
H -9.008 0.079 2.835
C -1.006 4.041 0.381
H -3.129 -4.243 0.298
H 2.294 2.568 -7.537
H 1.882 4.728 0.991
H 8.074 -2.970 3.522
O -1.653 -0.918 1.645
C -7.955 -2.239 1.882
N -1.782 2.150 1.855
C -3.633 1.184 -2.684
N 0.931 -2.554 0.135
C 0.956 3.553 -3.377
H 0.040 5.352 -6.394
H 1.848 4.157 -3.242
H -1.129 -3.224 1.444
H 2.243 5.394 -5.129
H -7.580 -2.891 1.091
H 6.928 -3.295 2.212
C 1.441 -4.191 -1.523
H 0.098 3.274 3.691
H 3.212 3.920 -5.006
H 2.067 -3.241 4.155
H 0.537 4.569 2.086
C 2.286 -4.446 0.691
C 0.011 -2.159 -2.075
H 6.214 -2.157 -0.980
C 4.430 -0.499 0.461
H -7.657 -0.402 3.883
C -5.069 0.284 1.757
H -4.561 0.706 -3.013
Pb -0.075 0.426 0.291
H 5.256 -3.604 4.061
H -7.317 -0.830 -0.387
H 0.281 1.778 4.556
C -7.917 0.021 2.910
H 2.696 -5.819 -0.910
H -0.542 3.860 -7.130
H 1.581 0.147 3.825
H -5.586 1.237 1.653
C -2.296 -0.149 -4.307
O -1.355 1.722 -1.260
C 5.653 -2.737 4.591
H -1.176 -2.898 3.161
H -5.615 -2.980 2.178
O 1.084 -1.762 2.802
C 1.161 3.999 1.397
H -1.697 -0.611 -3.520
H 5.509 1.543 -0.970
H 1.925 2.925 -0.821
O 0.439 -2.475 -3.396
H -1.066 2.279 -5.707
H -1.996 2.087 3.981
H -1.294 4.075 2.522
H -3.168 1.874 0.370
C 5.866 0.557 -1.275
C -3.691 -2.102 2.058
C -3.551 -4.503 1.270
C -1.383 2.067 -3.620
H 0.345 -1.620 -3.838
C 5.294 -1.865 -1.489
H -3.855 2.379 1.914
```

Output
F_max: 0.620 eV Å⁻¹
net charge: -2
Kohn-Sham gap: 5.8 eV
energy: -5692.8963 a.u.
2S+1: 1

---

Entry from the Open Molecules 2025 dataset: the molecule HNO2 in a non-equilibrium geometry (ωB97M-V/def2-TZVPD).

```
4
HNO2 (ωB97M-V/def2-TZVPD)
O 0.256 0.412 -0.620
O -0.611 0.275 1.355
H 0.571 -0.315 -1.221
N -0.216 -0.372 0.486
```

Output
F_max: 1.240 eV Å⁻¹
Kohn-Sham gap: 10.9 eV
relative energy (zero: lowest compared OMol25 entry of this formula, charge and spin): 0.0209 eV
energy: -205.7423 a.u.
2S+1: 1

---

Entry from the Open Molecules 2025 dataset: a cluster of 4 separate species, C3H16NO4 in total in a non-equilibrium geometry (ωB97M-V/def2-TZVPD).

```
24
C3H16NO4 (ωB97M-V/def2-TZVPD)
H 1.801 -1.559 -0.303
N 0.212 -0.169 -0.092
H 1.675 0.480 3.159
H -0.518 -0.972 -0.222
O -1.791 2.598 0.731
H 0.809 1.643 -1.015
H -0.759 -2.180 -3.001
H -3.513 0.116 -0.535
O -2.626 0.112 -0.303
H 0.761 0.440 -2.215
C 1.832 -0.847 1.711
H -0.823 1.109 -1.549
C 1.592 -0.541 0.205
H -2.262 2.470 1.550
H -0.131 0.322 0.759
H 1.231 -1.630 2.112
O -0.368 -2.106 -2.155
H 2.182 0.342 -0.082
H -0.464 -2.932 -1.699
O 1.506 0.449 2.217
H -2.162 -0.368 -0.928
H -1.349 3.494 0.821
H 2.975 -0.996 2.083
C 0.190 0.724 -1.246
```

Output
F_max: 4.351 eV Å⁻¹
net charge: +1
Kohn-Sham gap: 11.6 eV
relative energy (zero: lowest compared OMol25 entry of this formula, charge and spin): 2.0865 eV
energy: -479.3233 a.u.
2S+1: 1

---

Entry from the Open Molecules 2025 dataset: a structure of composition C20H26O4PReSe2 in a non-equilibrium geometry (ωB97M-V/def2-TZVPD).

```
54
C20H26O4PReSe2 (ωB97M-V/def2-TZVPD)
H 1.403 -2.708 -0.965
O 0.504 1.721 -1.423
H -7.079 0.350 3.725
H 2.814 0.268 2.082
H -0.907 -2.532 -1.741
C 0.469 3.191 3.980
C -4.117 1.792 4.483
C -1.016 5.115 5.334
H 2.311 2.550 0.642
O 2.091 0.534 0.137
H -2.748 4.141 4.598
H 1.065 2.443 3.467
C 2.539 1.895 -0.199
H -5.820 -0.318 1.713
H 3.988 -0.067 0.787
H 2.978 -2.162 0.190
C -4.021 0.657 2.337
C 0.368 5.152 5.356
P -1.704 1.844 3.047
C 2.948 -0.182 1.095
C 1.112 4.197 4.671
Se -1.286 2.180 0.832
H -1.584 5.879 5.846
C -1.676 4.110 4.649
H 0.877 5.936 5.901
H 0.864 0.520 -3.078
C -0.655 -2.060 -0.791
H -1.925 0.528 -1.749
H -0.395 1.761 -3.308
Re 0.142 0.361 0.711
C -1.013 0.069 -2.133
H -3.486 0.356 1.446
C 0.032 1.046 -2.601
C 1.835 2.249 -1.495
H 3.620 1.851 -0.342
H -1.510 -2.124 -0.116
H -5.990 1.658 5.504
C -0.937 3.122 3.974
H 0.459 -3.578 0.278
C 0.619 -2.618 -0.214
C -3.393 1.441 3.329
C -6.046 0.651 3.616
C -5.339 0.272 2.479
H 2.725 -2.165 1.949
C -5.436 1.394 4.613
H -1.262 -0.660 -2.903
H 2.355 1.822 -2.354
Se -0.463 -0.035 2.930
H -3.655 2.316 5.299
O 1.066 -1.642 0.783
H 2.192 4.236 4.686
H 1.803 3.333 -1.617
C 2.511 -1.636 1.020
O -0.362 -0.647 -1.027
```

Output
F_max: 1.284 eV Å⁻¹
net charge: +3
Kohn-Sham gap (alpha / beta): 6.5 / 6.1 eV
expectation value of S²: 0.888
relative energy (zero: lowest compared OMol25 entry of this formula, charge and spin): 1.4854 eV
energy: -6300.1056 a.u.
2S+1: 2

---

Entry from the Open Molecules 2025 dataset: a structure of composition C3H6LuO3 in a non-equilibrium geometry (ωB97M-V/def2-TZVPD).

```
13
C3H6LuO3 (ωB97M-V/def2-TZVPD)
H -0.155 -0.653 3.238
H 2.133 -0.173 -0.369
O -0.068 -1.471 2.708
H 0.774 -1.863 2.959
O -1.693 0.226 -2.595
H 2.044 0.810 1.221
C 1.546 0.416 0.336
C 0.305 0.818 0.103
Lu -0.603 -1.671 -2.356
O -0.400 0.296 -1.007
H -2.377 0.587 -3.180
H -0.246 1.611 0.603
C -1.260 1.067 -1.660
```

Output
F_max: 2.818 eV Å⁻¹
net charge: +3
Kohn-Sham gap (alpha / beta): 3.0 / 3.7 eV
energy: -1577.6841 a.u.
2S+1: 1

---

Entry from the Open Molecules 2025 dataset: a cluster of 2 separate species, C2H4FNOS in total in a non-equilibrium geometry (ωB97M-V/def2-TZVPD).

```
10
C2H4FNOS (ωB97M-V/def2-TZVPD)
F 3.779 0.173 3.862
H -1.966 0.481 -1.191
H -1.427 0.977 0.425
C 1.216 0.965 -0.218
O 2.284 1.229 0.178
H -1.482 -0.748 -0.006
S 3.564 1.797 3.724
H 3.186 1.588 2.471
N 0.207 0.525 -0.664
C -1.120 0.307 -0.350
```

Output
F_max: 5.228 eV Å⁻¹
Kohn-Sham gap: 9.7 eV
relative energy (zero: lowest compared OMol25 entry of this formula, charge and spin): 1.2888 eV
energy: -706.5920 a.u.
2S+1: 1

---

Entry from the Open Molecules 2025 dataset: the molecule C2H3ClFNO3 in a non-equilibrium geometry (ωB97M-V/def2-TZVPD).

```
11
C2H3ClFNO3 (ωB97M-V/def2-TZVPD)
H 1.622 0.832 -0.598
C 0.938 0.489 0.132
N -1.791 -0.300 0.514
O -0.550 0.092 -1.631
C -0.497 0.614 -0.340
O -1.674 -0.359 1.684
H -1.495 -0.161 -1.916
F 1.079 1.144 1.397
Cl -1.102 2.341 -0.249
H 1.262 -0.438 0.340
O -2.676 -0.637 -0.213
```

Output
F_max: 3.993 eV Å⁻¹
Kohn-Sham gap: 10.9 eV
relative energy (zero: lowest compared OMol25 entry of this formula, charge and spin): 1.1791 eV
energy: -918.4073 a.u.
2S+1: 1

---

Entry from the Open Molecules 2025 dataset: a cluster of 8 separate species, C36H68F7IN10O11PS3 in total in a non-equilibrium geometry (ωB97M-V/def2-TZVPD).

```
137
C36H68F7IN10O11PS3 (ωB97M-V/def2-TZVPD)
C 1.478 -1.188 -0.339
H 1.085 -0.712 4.084
C 2.657 7.813 -0.260
C -9.045 -5.743 2.245
C 1.085 0.593 -2.492
H -5.042 -6.805 5.289
C -1.346 3.822 -0.415
C -7.431 6.430 -2.269
O 2.173 -1.908 6.011
C 1.952 -2.734 1.593
C 0.957 -1.773 5.927
H -9.708 -6.423 1.706
H 1.207 7.548 1.803
H -6.467 6.864 -5.007
H -0.351 -1.736 4.232
C -5.168 6.859 -3.306
N -0.316 4.626 -1.034
H 11.809 0.348 -7.889
H -9.602 -4.874 2.603
C -3.885 -5.537 7.383
H -7.814 5.409 -2.220
N 9.172 1.117 -7.620
O 4.205 -5.793 -1.078
F -2.157 -1.860 1.938
H 5.609 -3.363 0.781
H 2.007 7.688 3.387
C 2.963 -3.242 -0.741
H 2.673 -3.500 2.026
H 3.320 9.577 2.503
S 0.361 -0.087 0.620
N 2.149 -2.404 0.138
H -3.515 -7.588 6.888
F -4.392 -2.713 0.860
H 4.911 -4.444 2.134
H -2.499 6.065 -1.925
C 2.305 1.638 -2.741
C -4.072 -7.011 7.629
C 1.686 -0.720 -1.831
H -11.099 -6.380 3.589
C 11.588 1.155 -7.188
O 4.314 9.429 0.343
H 5.978 -5.214 0.813
F -3.582 -2.408 -1.269
O 0.858 1.350 0.484
F -2.081 0.887 0.747
H -8.270 -5.399 1.560
H -3.694 -7.263 8.620
H 0.645 -2.744 7.636
H -1.005 3.535 0.582
H -7.863 6.937 -3.129
H 5.283 -1.133 -2.688
C 0.313 -1.056 4.770
H -5.895 -5.297 4.895
C -1.464 -0.235 0.108
H 2.255 -1.759 2.146
H -4.145 -4.042 6.093
N 2.316 2.725 -2.008
C 5.237 -0.337 -3.501
H 8.248 1.032 -7.220
H -2.292 4.354 -0.335
H 8.752 2.214 -9.324
O 0.568 6.446 -2.000
H 4.270 -3.393 -4.799
C -1.734 6.605 -1.368
O 2.661 -5.609 0.746
C 4.283 -0.680 -4.745
C 3.333 8.778 0.677
H 2.693 6.803 0.155
H -1.654 7.611 -1.779
H -8.722 -7.428 5.115
H 8.819 0.450 -9.547
H 2.067 -0.388 -4.770
H 5.081 0.714 -3.062
S 6.146 -3.847 -2.758
H -1.683 -3.240 7.000
H -0.243 -0.188 5.129
N -4.301 -5.036 6.188
H -5.031 7.886 -5.168
H -1.738 -1.694 6.119
P 4.323 -3.832 -3.447
F -1.389 -2.642 -0.176
O -7.189 -6.594 3.495
H 0.678 -3.784 2.777
C -8.404 -6.459 3.405
C -4.919 -5.744 5.084
H 1.623 8.117 -0.429
C -0.409 5.904 -1.497
N 0.144 -2.277 6.893
O -3.377 -4.798 8.218
C 5.190 -4.396 1.027
H 0.314 1.170 -1.900
H -1.575 -1.705 7.891
H -7.712 6.961 -1.356
H 10.324 1.383 -9.374
O -3.953 6.726 -3.211
H 3.177 7.812 -1.217
H -5.490 5.919 -1.579
N 2.817 8.914 1.931
H -4.289 -5.615 4.201
H 0.572 0.294 -3.485
C 1.673 8.238 2.504
C -1.301 -2.218 6.967
O 9.902 0.879 -5.513
H 0.335 -3.882 1.182
H 12.271 1.074 -6.341
H 3.155 3.287 -2.259
H 3.822 -5.196 -3.450
H 4.838 -1.401 -5.452
H 2.579 -2.129 -4.977
I 7.291 -0.270 -4.331
H 0.604 4.221 -1.155
C 2.573 -1.569 -2.839
C 9.288 1.302 -9.051
H 3.120 1.467 -3.520
C -3.659 -1.812 0.032
H -10.944 -6.388 5.361
N -5.986 6.371 -2.334
H -2.015 6.682 -0.314
C -10.666 -6.903 4.439
H 4.177 0.301 -5.351
F -1.664 -0.165 -1.291
C 3.238 -2.876 -2.237
N 0.572 -3.196 1.925
H -6.365 8.428 -4.137
S 3.711 -4.833 -0.051
N -9.221 -6.962 4.370
C -2.127 -1.640 0.554
F -4.354 -0.602 -0.100
H -5.133 -7.265 7.587
H -11.049 -7.925 4.471
H -1.486 2.921 -1.018
O 0.298 -0.269 2.108
C 10.170 1.039 -6.699
C -5.806 7.553 -4.479
C 2.790 -1.168 -4.366
H 11.742 2.125 -7.665
H 0.945 8.993 2.808
```

Output
F_max: 8.705 eV Å⁻¹
net charge: +1
Kohn-Sham gap: 4.2 eV
energy: -5319.8216 a.u.
2S+1: 1